No. 1
{"formula": "C9H19BN2O11S2", "method": "ωB97M-V with the def2-TZVPD basis set", "symbols": ["C", "N", "C", "C", "O", "C", "B", "C", "O", "N", "O", "H", "H", "H", "H", "H", "H", "H", "H", "H", "H", "H", "O", "S", "O", "O", "C", "C", "O", "H", "H", "H", "H", "O", "S", "O", "O", "C", "C", "O", "H", "H", "H", "H"], "xyz": [[-0.18, -1.48, -0.45], [-0.43, -0.13, -1.10], [0.56, 0.92, -0.66], [-0.58, -0.22, -2.60], [-1.45, 0.64, -3.19], [0.18, -1.27, -3.60], [0.54, -0.53, -5.06], [2.03, 0.17, -5.25], [2.01, 1.60, -4.80], [3.18, 2.15, -5.27], [3.99, 1.85, -4.38], [-0.93, -1.53, 0.49], [-0.42, -2.41, -1.12], [0.90, -1.57, 0.04], [0.80, 1.70, -1.50], [1.55, 0.50, -0.19], [0.02, 1.54, 0.21], [-0.61, -2.12, -3.89], [1.13, -1.80, -3.16], [-0.25, -0.53, -5.96], [2.78, -0.49, -4.59], [2.33, 0.07, -6.39], [-1.34, -3.28, 1.48], [-1.46, -3.77, 2.84], [-2.73, -3.91, 3.52], [-0.45, -2.91, 3.79], [0.48, -3.78, 4.42], [0.63, -4.97, 3.47], [-0.67, -5.20, 2.94], [0.05, -4.10, 5.37], [1.42, -3.27, 4.60], [1.01, -5.86, 3.97], [1.30, -4.72, 2.63], [0.83, 4.02, 1.00], [0.13, 4.43, 2.20], [0.81, 4.83, 3.41], [-0.96, 3.27, 2.57], [-2.27, 3.84, 2.58], [-2.22, 5.01, 1.60], [-0.93, 5.60, 1.78], [-2.47, 4.19, 3.60], [-3.01, 3.10, 2.30], [-3.00, 5.75, 1.79], [-2.28, 4.66, 0.57]], "energy_ev": -57480.464, "smiles": "CN(C)C(=O)CBCON=O.O=S1(=O)OCCO1.O=S1(=O)OCCO1", "e_lumo_ev": -0.63}

No. 2
{"formula": "C28H49F4N2O4", "method": "ωB97M-V with the def2-TZVPD basis set", "symbols": ["C", "C", "C", "C", "C", "C", "C", "C", "C", "C", "C", "C", "C", "C", "C", "C", "C", "C", "C", "C", "O", "N", "C", "O", "F", "C", "C", "N", "C", "H", "H", "H", "H", "H", "H", "H", "H", "H", "H", "H", "H", "H", "H", "H", "H", "H", "H", "H", "H", "H", "H", "H", "H", "H", "H", "H", "H", "H", "H", "H", "H", "H", "H", "H", "H", "H", "H", "H", "H", "H", "H", "H", "H", "C", "C", "O", "C", "O", "C", "F", "F", "F", "H", "H", "H", "H", "H"], "xyz": [[-4.14, 1.82, 4.41], [-4.57, 0.32, 3.95], [-3.37, -0.43, 3.19], [-3.23, -0.08, 1.62], [-2.63, 1.38, 1.31], [-1.23, 1.33, 0.47], [-1.43, 0.98, -1.09], [-0.20, 1.58, -1.96], [1.11, 0.64, -1.97], [1.93, 0.89, -3.34], [2.93, -0.37, -3.55], [3.86, -0.66, -2.25], [3.54, -2.17, -1.72], [4.25, -2.44, -0.30], [3.32, -1.87, 0.92], [2.04, -2.84, 1.05], [0.70, -1.94, 1.16], [-0.01, -1.95, 2.60], [0.90, -1.45, 3.82], [1.32, 0.12, 3.80], [1.30, 0.77, 2.72], [1.72, 0.82, 5.07], [1.29, 2.23, 5.04], [2.09, 3.11, 5.43], [0.00, 2.60, 4.56], [2.12, -2.36, 4.35], [1.32, -3.66, 4.85], [0.16, -3.17, 5.29], [-0.04, -1.66, 5.15], [-4.63, 2.09, 5.42], [-3.00, 1.91, 4.55], [-4.54, 2.53, 3.58], [-5.48, 0.30, 3.26], [-4.80, -0.29, 4.90], [-2.39, -0.17, 3.75], [-3.51, -1.58, 3.26], [-2.54, -0.88, 1.15], [-4.27, -0.23, 1.15], [-3.41, 1.97, 0.71], [-2.37, 1.96, 2.28], [-0.73, 2.36, 0.53], [-0.56, 0.60, 1.04], [-1.56, -0.16, -1.27], [-2.39, 1.47, -1.52], [-0.56, 1.75, -3.03], [0.12, 2.58, -1.48], [0.90, -0.47, -1.79], [1.80, 1.01, -1.12], [1.27, 1.01, -4.27], [2.53, 1.85, -3.20], [3.66, -0.10, -4.41], [2.39, -1.33, -3.89], [3.73, 0.11, -1.42], [4.98, -0.62, -2.55], [3.94, -2.87, -2.54], [2.41, -2.29, -1.65], [5.24, -1.86, -0.24], [4.45, -3.54, -0.10], [4.00, -1.86, 1.84], [3.07, -0.79, 0.64], [1.94, -3.46, 0.08], [2.16, -3.61, 1.91], [0.92, -0.89, 0.75], [-0.06, -2.41, 0.42], [-0.89, -1.20, 2.53], [-0.52, -2.97, 2.80], [2.76, 0.78, 5.18], [3.04, -2.47, 3.68], [2.48, -1.89, 5.34], [1.69, -4.75, 4.82], [-0.53, -3.84, 5.69], [-1.15, -1.60, 4.92], [0.35, -1.19, 6.13], [-1.74, 4.47, -7.11], [-2.66, 3.44, -7.75], [-1.95, 2.22, -8.01], [-1.80, 1.38, -6.97], [-2.22, 1.61, -5.86], [-1.08, 0.11, -7.40], [0.00, 0.36, -8.17], [-1.88, -0.70, -8.12], [-0.64, -0.62, -6.35], [-0.85, 4.62, -7.73], [-2.25, 5.42, -6.99], [-1.39, 4.13, -6.13], [-3.01, 3.82, -8.71], [-3.54, 3.25, -7.13]], "energy_ev": -51858.805, "e_lumo_ev": -4.98, "total_charge": 1}

No. 3
{"formula": "C3H4O3Rb", "method": "ωB97M-V with the def2-TZVPD basis set", "symbols": ["C", "O", "O", "O", "C", "C", "H", "H", "H", "Rb", "H"], "xyz": [[0.79, -1.77, -0.68], [1.68, -0.91, -0.73], [-2.17, 0.30, 0.09], [-0.06, -1.48, 0.44], [-2.33, -0.97, -0.28], [-1.39, -1.97, 0.41], [-2.22, -1.13, -1.38], [-1.43, -2.95, -0.11], [-1.71, -2.12, 1.45], [0.40, 1.42, 0.29], [-3.51, -1.43, -0.17]], "relative_energy_kj_mol": 89.5, "energy_ev": -9972.323, "e_lumo_ev": 1.83, "total_charge": -1}

No. 4
{"formula": "C2H8N4", "method": "ωB97M-V with the def2-TZVPD basis set", "symbols": ["C", "N", "N", "C", "N", "N", "H", "H", "H", "H", "H", "H", "H", "H"], "xyz": [[0.75, 0.83, 1.28], [-0.60, 0.72, 0.21], [-1.96, 0.71, 0.61], [-0.29, -0.20, -0.73], [0.87, -0.79, -0.68], [1.33, -1.35, -1.85], [0.78, -0.06, 1.91], [1.71, 1.05, 0.80], [0.45, 1.70, 1.85], [-2.16, -0.10, 1.20], [-2.16, 1.54, 1.16], [-1.06, -0.40, -1.50], [1.72, -2.27, -1.67], [0.64, -1.40, -2.60]], "relative_energy_kj_mol": 319.6, "energy_ev": -8160.939, "smiles": "CN(N)/C=N/N", "e_lumo_ev": 1.02}

No. 5
{"formula": "C11H15IO2", "method": "ωB97M-V with the def2-TZVPD basis set", "symbols": ["C", "C", "C", "I", "C", "C", "C", "O", "C", "C", "C", "C", "C", "O", "H", "H", "H", "H", "H", "H", "H", "H", "H", "H", "H", "H", "H", "H", "H"], "xyz": [[0.53, -3.04, 0.45], [1.60, -2.01, 0.57], [1.84, -1.02, -0.28], [3.55, 0.19, 0.09], [1.07, -0.71, -1.53], [-0.40, -0.34, -1.30], [-0.68, 1.14, -1.00], [-2.11, 1.26, -1.05], [-0.15, 1.64, 0.32], [0.90, 2.71, 0.26], [-0.68, 1.25, 1.48], [-1.79, 0.34, 1.69], [-2.68, -0.13, 0.85], [-3.54, -0.68, 0.29], [-0.24, -2.87, 1.21], [0.97, -4.03, 0.65], [0.07, -3.05, -0.53], [2.24, -2.12, 1.44], [1.09, -1.61, -2.16], [1.56, 0.08, -2.10], [-0.97, -0.58, -2.19], [-0.80, -0.93, -0.48], [-0.26, 1.76, -1.82], [-2.36, 2.13, -0.70], [1.62, 2.51, -0.52], [1.42, 2.79, 1.21], [0.43, 3.67, 0.04], [-0.26, 1.64, 2.40], [-1.97, 0.04, 2.72]], "relative_energy_kj_mol": 0.0, "energy_ev": -23843.939, "smiles": "C/C=C(/I)CC[C@@H](O)/C(C)=C\\C=C=O", "e_lumo_ev": 0.56}

No. 6
{"formula": "C11H15NOS", "method": "ωB97M-V with the def2-TZVPD basis set", "symbols": ["C", "C", "C", "C", "C", "C", "C", "C", "C", "C", "C", "N", "O", "S", "H", "H", "H", "H", "H", "H", "H", "H", "H", "H", "H", "H", "H", "H", "H"], "xyz": [[-0.03, 2.39, 2.32], [0.28, 1.12, 2.05], [-0.38, -1.73, 0.03], [0.64, -1.89, -0.85], [-0.23, 3.27, 1.12], [-0.89, -0.40, 0.43], [1.17, -0.68, -1.53], [0.21, 0.58, 0.71], [-1.13, -2.86, 0.69], [1.38, -3.08, -1.25], [-0.64, 3.31, -1.15], [-0.73, 2.59, 0.07], [-0.03, 4.49, 1.10], [1.53, 0.66, -0.39], [-0.09, 2.77, 3.23], [0.43, 0.46, 2.77], [-1.51, -0.10, -0.31], [-1.53, -0.31, 1.26], [2.13, -0.75, -2.07], [0.55, -0.23, -2.43], [-2.18, -2.79, 0.77], [-0.90, -3.20, 1.77], [-0.94, -3.77, 0.26], [1.97, -2.89, -2.14], [0.76, -3.81, -1.57], [2.00, -3.54, -0.57], [-0.18, 2.67, -1.85], [-1.65, 3.54, -1.33], [-0.01, 4.17, -1.15]], "relative_energy_kj_mol": 564.2, "energy_ev": -26018.228, "e_lumo_ev": [-0.32, -0.32]}

No. 7
{"formula": "C11H16Cl3NOOsS", "method": "ωB97M-V with the def2-TZVPD basis set", "symbols": ["C", "C", "C", "C", "C", "C", "C", "C", "C", "C", "Os", "Cl", "Cl", "Cl", "H", "H", "H", "H", "H", "H", "H", "H", "H", "H", "H", "H", "H", "H", "H", "O", "H", "S", "C", "N"], "xyz": [[-0.19, 0.42, -1.54], [1.12, 0.05, -1.05], [1.26, 0.57, 0.28], [2.16, -0.67, -1.85], [0.03, 1.24, 0.64], [-0.87, 1.15, -0.49], [-2.22, 1.77, -0.59], [-0.70, 0.18, -2.93], [2.50, 0.50, 1.12], [-0.21, 1.99, 1.91], [-0.44, -0.82, 0.22], [1.52, -2.79, 0.82], [-1.02, -2.60, -1.24], [0.79, -1.55, 4.07], [1.69, -1.43, -2.47], [2.87, -1.16, -1.18], [2.70, 0.04, -2.50], [2.84, -0.54, 1.17], [2.28, 0.84, 2.14], [3.29, 1.12, 0.69], [0.07, 1.39, 2.78], [-1.27, 2.26, 1.98], [0.39, 2.91, 1.92], [-2.25, 2.69, 0.01], [-2.98, 1.08, -0.20], [-2.46, 1.99, -1.64], [-0.58, -0.87, -3.20], [-0.14, 0.79, -3.65], [-1.76, 0.44, -2.98], [-2.32, -0.87, 0.63], [-2.55, -1.59, 0.01], [-0.79, -1.41, 2.66], [-1.21, -3.02, 2.31], [-1.56, -4.12, 2.14]], "s2": 6.023, "energy_ev": -66072.406, "e_lumo_ev": [4.64, 4.57], "spin_multiplicity": 5, "total_charge": -2}

No. 8
{"formula": "C21H23IN3O8P", "method": "ωB97M-V with the def2-TZVPD basis set", "symbols": ["O", "N", "O", "C", "C", "C", "C", "C", "C", "H", "H", "H", "H", "H", "O", "N", "O", "C", "C", "C", "C", "C", "C", "H", "H", "H", "H", "H", "O", "N", "O", "C", "C", "C", "C", "C", "C", "H", "H", "H", "H", "H", "O", "C", "O", "C", "C", "P", "I", "H", "H", "H", "H", "H", "H", "H", "H"], "xyz": [[4.18, 0.24, 0.16], [3.34, -0.35, -0.48], [3.01, -0.05, -1.61], [2.67, -1.50, 0.15], [3.00, -1.83, 1.45], [2.35, -2.89, 2.05], [1.40, -3.62, 1.35], [1.09, -3.27, 0.04], [1.73, -2.21, -0.57], [3.75, -1.26, 1.99], [2.59, -3.16, 3.07], [0.89, -4.44, 1.82], [0.34, -3.83, -0.51], [1.50, -1.93, -1.59], [-0.62, -5.80, 0.43], [-1.02, -6.53, -0.46], [-2.14, -6.47, -0.94], [-0.09, -7.53, -1.00], [1.18, -7.62, -0.46], [2.04, -8.58, -0.96], [1.63, -9.42, -1.99], [0.36, -9.31, -2.52], [-0.52, -8.36, -2.02], [1.48, -6.96, 0.34], [3.04, -8.67, -0.55], [2.31, -10.16, -2.38], [0.04, -9.96, -3.32], [-1.52, -8.26, -2.42], [-6.86, 6.10, 1.94], [-5.98, 6.88, 2.24], [-6.16, 8.02, 2.62], [-4.59, 6.41, 2.13], [-4.36, 5.12, 1.66], [-3.05, 4.69, 1.55], [-2.00, 5.53, 1.90], [-2.26, 6.81, 2.36], [-3.56, 7.26, 2.48], [-5.18, 4.48, 1.40], [-2.84, 3.69, 1.19], [-0.97, 5.18, 1.81], [-1.44, 7.47, 2.63], [-3.78, 8.26, 2.83], [1.23, 3.91, 1.12], [0.74, 3.19, 0.29], [-0.61, 2.99, 0.30], [1.48, 2.56, -0.86], [1.47, 3.45, -2.14], [1.09, 5.30, -1.89], [0.50, 7.81, -1.60], [-0.80, 2.18, -0.20], [1.01, 1.61, -1.11], [2.51, 2.33, -0.57], [0.70, 3.07, -2.82], [2.42, 3.33, -2.66], [1.71, 5.65, -3.09], [1.86, 5.41, -0.73], [-0.28, 5.06, -1.85]], "energy_ev": -60380.711, "smiles": "O=[N+]([O-])c1ccccc1.O=[N+]([O-])c1ccccc1.O=[N+]([O-])c1ccccc1.O=C(O)CC[PH3]I", "e_lumo_ev": -1.00}

No. 9
{"formula": "C10H23BrFO6S2", "method": "ωB97M-V with the def2-TZVPD basis set", "symbols": ["C", "C", "F", "C", "C", "Br", "H", "H", "H", "H", "H", "H", "H", "O", "S", "O", "O", "C", "C", "C", "H", "H", "H", "H", "H", "H", "H", "H", "O", "S", "O", "O", "C", "C", "C", "H", "H", "H", "H", "H", "H", "H", "H"], "xyz": [[-0.23, 1.12, 0.24], [-1.25, 2.24, 0.66], [-0.71, 3.55, 0.45], [-2.57, 1.98, -0.15], [-3.52, 1.16, 0.83], [-4.31, -0.33, -0.30], [-0.66, 0.18, 0.67], [0.80, 1.31, 0.59], [-0.24, 1.00, -0.87], [-1.44, 2.11, 1.74], [-3.02, 2.91, -0.56], [-2.35, 1.30, -1.01], [-4.36, 1.82, 1.17], [-1.08, -2.00, 1.92], [-1.92, -2.63, 2.88], [-1.88, -2.26, 4.27], [-1.70, -4.23, 2.78], [-0.37, -4.74, 2.91], [0.12, -4.69, 4.35], [-3.60, -2.60, 2.34], [0.30, -4.20, 2.24], [-0.40, -5.78, 2.57], [0.22, -3.67, 4.70], [1.09, -5.18, 4.44], [-0.59, -5.19, 5.01], [-3.65, -2.91, 1.30], [-3.95, -1.57, 2.43], [-4.19, -3.25, 2.98], [2.82, 1.56, -1.41], [2.34, 2.43, -2.45], [1.19, 2.09, -3.25], [3.57, 2.79, -3.44], [4.28, 1.71, -4.05], [3.48, 1.06, -5.16], [2.09, 4.05, -1.78], [4.58, 0.98, -3.29], [5.20, 2.14, -4.46], [2.59, 0.56, -4.77], [4.09, 0.30, -5.67], [3.15, 1.80, -5.88], [2.97, 4.33, -1.20], [1.21, 4.00, -1.14], [1.92, 4.74, -2.60]], "energy_ev": -117456.842, "e_lumo_ev": 2.45, "total_charge": -1}

No. 10
{"formula": "C3H6O3P", "method": "ωB97M-V with the def2-TZVPD basis set", "symbols": ["C", "C", "P", "O", "O", "C", "O", "H", "H", "H", "H", "H", "H"], "xyz": [[1.01, -0.39, 0.48], [-0.38, -0.49, -0.05], [-1.51, 0.65, 0.89], [-1.43, 0.41, 2.37], [-1.48, 2.10, 0.46], [-3.14, 0.41, -0.02], [-3.11, 0.15, -1.22], [1.45, 0.55, 0.28], [0.92, -0.30, 1.59], [1.56, -1.16, 0.21], [-0.72, -1.45, 0.06], [-0.45, -0.07, -1.09], [-3.97, 0.80, 0.57]], "relative_energy_kj_mol": 109.9, "energy_ev": -18641.671, "smiles": "CC[P@@](=O)([O-])C=O", "e_lumo_ev": 4.09, "total_charge": -1}

No. 11
{"formula": "C4H7AlO2", "method": "ωB97M-V with the def2-TZVPD basis set", "symbols": ["H", "O", "C", "C", "C", "C", "O", "Al", "H", "H", "H", "H", "H", "H"], "xyz": [[0.15, 1.68, 1.34], [-2.43, 1.03, 0.27], [-1.19, 0.74, -0.20], [-0.74, -0.52, -0.27], [0.59, -0.86, -0.90], [1.42, -1.21, 0.29], [1.94, -0.39, 1.05], [1.77, 1.41, 1.39], [-2.62, 1.96, 0.16], [-0.66, 1.56, -0.71], [-1.37, -1.34, 0.10], [1.03, -0.02, -1.45], [0.51, -1.75, -1.55], [1.59, -2.29, 0.48]], "relative_energy_kj_mol": 0.0, "s2": 0.754, "energy_ev": -14944.199, "e_lumo_ev": [-5.06, -6.03], "spin_multiplicity": 2, "total_charge": 1}

No. 12
{"formula": "C20H33BI2NO8P", "method": "ωB97M-V with the def2-TZVPD basis set", "symbols": ["C", "C", "C", "C", "N", "O", "C", "C", "I", "C", "C", "I", "C", "O", "C", "C", "C", "O", "O", "C", "C", "O", "B", "O", "O", "P", "C", "C", "H", "H", "H", "H", "H", "H", "H", "H", "H", "H", "H", "H", "H", "H", "H", "H", "H", "H", "H", "H", "H", "H", "H", "H", "H", "C", "C", "C", "O", "C", "H", "H", "H", "H", "H", "H", "H", "H"], "xyz": [[0.92, -2.18, 1.87], [1.40, -1.09, 1.08], [1.76, 0.19, 0.07], [3.35, 0.56, 0.43], [4.00, -0.80, 0.72], [1.57, -0.31, -1.29], [0.60, 0.47, -2.08], [0.92, 2.06, -2.22], [0.12, 3.66, -0.90], [1.83, 2.58, -3.31], [2.61, 1.67, -4.42], [2.20, 4.78, -3.50], [-1.00, 0.13, -1.69], [-1.40, 0.58, -0.36], [-2.85, 0.75, -0.23], [-3.17, 0.73, 1.42], [-4.80, 0.95, 1.71], [-5.21, 0.81, 2.99], [-5.78, 1.30, 0.63], [-6.77, 0.18, 0.70], [-6.45, -1.13, -0.25], [-7.86, 0.31, 1.50], [-1.04, -1.55, -1.63], [-1.55, -2.28, -0.45], [-0.53, -2.34, -2.80], [-2.16, 0.62, -3.12], [-1.56, 0.00, -4.83], [-2.45, 2.50, -3.25], [0.23, -2.82, 2.61], [1.05, 1.06, 0.40], [3.88, 1.11, -0.47], [3.44, 1.17, 1.44], [3.93, -1.41, -0.14], [5.00, -0.66, 1.01], [0.69, 0.03, -3.19], [2.68, 2.33, -5.41], [2.07, 0.68, -4.73], [3.74, 1.51, -4.08], [-3.51, -0.11, -0.68], [-3.28, 1.77, -0.61], [-2.96, -0.39, 1.76], [-2.50, 1.48, 2.02], [-7.32, -1.91, -0.31], [-6.16, -0.73, -1.33], [-5.47, -1.63, 0.18], [-2.13, -3.02, -0.83], [0.49, -2.42, -2.70], [-2.23, 0.42, -5.71], [-1.56, -1.17, -4.89], [-0.46, 0.39, -5.02], [-3.45, 2.68, -3.86], [-1.58, 3.08, -3.83], [-2.58, 3.05, -2.23], [3.00, -1.78, 4.69], [4.35, -2.32, 5.06], [5.26, -1.15, 4.75], [4.49, 0.04, 4.97], [3.11, -0.33, 5.12], [2.17, -2.30, 5.18], [2.85, -1.84, 3.61], [4.38, -2.55, 6.13], [4.62, -3.23, 4.51], [5.57, -1.16, 3.70], [6.15, -1.13, 5.38], [2.84, -0.21, 6.18], [2.48, 0.33, 4.52]], "energy_ev": -65297.802, "e_lumo_ev": -0.60}

No. 13
{"formula": "C3H7CsNO", "method": "ωB97M-V with the def2-TZVPD basis set", "symbols": ["Cs", "C", "C", "O", "N", "C", "H", "H", "H", "H", "H", "H", "H"], "xyz": [[-2.08, -3.78, -0.04], [-1.20, -0.20, -0.34], [0.16, -0.71, -0.18], [0.50, -1.84, -0.46], [1.09, 0.08, 0.34], [1.02, 1.48, 0.31], [-1.24, 0.29, -1.31], [-1.45, 0.43, 0.51], [-1.81, -1.10, -0.35], [2.01, -0.27, 0.55], [1.98, 1.96, 0.54], [0.41, 1.91, 1.10], [0.61, 1.74, -0.66]], "relative_energy_kj_mol": 0.0, "s2": 0.774, "energy_ev": -7292.250, "e_lumo_ev": [-7.27, -12.64], "spin_multiplicity": 2, "total_charge": 2}